Entry 1:
C22H40B2O13PS | ωB97M-V/def2-TZVPD

Geometry as ORCA input:
```
! RIJCOSX wB97M-V def2-TZVPD def2/J DEFGRID3
* xyz -1 1
S 2.76 -1.77 0.31
P 2.60 -0.66 -1.29
O 6.79 -2.37 -3.25
O -7.29 0.35 5.00
O -1.42 -1.26 -0.67
O -5.91 1.17 3.56
O 0.08 0.54 2.60
O -0.69 1.22 -0.43
O -1.41 -3.48 -1.24
O -5.13 0.59 5.60
O 4.99 -3.54 -3.12
O 6.29 -3.77 -4.95
O 1.59 1.33 0.08
O -0.84 2.71 2.88
O 0.66 -3.92 -3.33
C 7.95 -1.94 -3.96
C -0.12 0.29 3.97
C 7.61 -0.93 -5.04
C -6.01 0.71 4.79
C -7.53 -0.23 6.28
C 0.80 -4.22 -1.94
C -3.75 0.34 2.74
C 6.04 -3.28 -3.88
C 0.37 3.58 -0.18
C -3.10 5.91 0.87
C -1.86 6.22 1.41
C -0.74 5.48 1.06
C 4.04 -4.47 -3.67
C -0.82 4.42 0.16
C -0.53 -4.59 -1.31
C -3.20 4.86 -0.03
C -1.12 -2.53 -0.22
C -0.05 0.63 -1.50
C -4.58 1.54 3.12
C 1.49 0.81 -1.19
C -0.61 -0.80 -1.73
C -2.08 4.13 -0.38
B -0.15 1.78 2.06
B 0.29 2.02 0.40
H 2.17 -1.39 -2.41
H 0.22 5.72 1.50
H 4.54 -5.39 -3.96
H 0.42 3.49 -1.28
H -1.21 -0.82 -2.65
H -0.28 3.21 3.48
H 8.59 -1.48 -3.20
H 3.53 -4.03 -4.52
H -0.06 -2.60 0.09
H -4.74 2.18 2.26
H 3.83 -0.14 -1.72
H 8.53 -0.55 -5.50
H -3.55 -0.30 3.61
H -7.03 -1.20 6.36
H 1.87 1.54 -1.93
H 7.06 -0.09 -4.61
H 7.00 -1.39 -5.82
H 0.22 -0.73 4.17
H -1.03 -5.33 -1.94
H -2.80 0.67 2.34
H 8.47 -2.80 -4.37
H -8.60 -0.36 6.35
H -4.16 4.61 -0.46
H -0.25 1.19 -2.43
H 0.51 -2.98 -3.42
H -7.17 0.42 7.08
H -2.15 3.29 -1.06
H -1.18 0.36 4.25
H 1.51 -5.05 -1.84
H 0.21 -1.52 -1.88
H 0.45 0.96 4.61
H -1.77 7.03 2.12
H 1.29 4.08 0.12
H -1.76 -2.72 0.65
H -4.26 -0.26 1.99
H -4.10 2.13 3.90
H 3.33 -4.66 -2.88
H 1.24 -3.37 -1.41
H -0.37 -5.05 -0.32
H -3.98 6.48 1.15
*
```

## Properties
E_HOMO ... -4.525 eV
E_LUMO ... 2.40 eV
DFT total energy ... -71561.462 eV
Frontier orbital gap ... 6.9 eV
Maximum force ... 0.75 eV/A

Entry 2:
C6H10SSi | ωB97M-V/def2-TZVPD

Geometry as ORCA input:
```
! RIJCOSX wB97M-V def2-TZVPD def2/J DEFGRID3
* xyz 0 1
S 1.39 0.56 0.91
Si -0.67 1.34 0.30
C 1.55 -1.07 0.30
C 3.62 0.07 -0.27
C -1.04 1.01 -1.60
C -1.67 0.41 1.68
C 2.82 -1.17 -0.19
C 3.06 1.24 0.12
H -0.78 1.83 -2.26
H -1.52 0.88 2.65
H -2.68 0.28 1.31
H -1.18 -0.49 1.75
H 0.87 -1.89 0.53
H -0.43 0.21 -2.05
H -2.12 0.98 -1.60
H -0.60 2.74 0.38
H 3.22 -2.11 -0.52
H 4.68 0.14 -0.62
*
```

## Properties
E_HOMO ... -8.022 eV
E_LUMO ... 0.49 eV
SMILES ... C[SiH](C)S1#CC=CC=1
DFT total energy ... -25093.428 eV
Frontier orbital gap ... 8.5 eV
Energy above the lowest of the compared OMol25 structures with the same formula, charge and spin ... 20.4 kcal/mol
Maximum force ... 2.98 eV/A

Entry 3:
C30H67NaO22 | ωB97M-V/def2-TZVPD

Geometry as ORCA input:
```
! RIJCOSX wB97M-V def2-TZVPD def2/J DEFGRID3
* xyz 0 1
Na 1.20 -0.01 -0.48
O -4.35 0.54 -1.33
O 2.26 4.08 -0.43
O -6.23 0.98 -2.44
O 2.01 0.66 1.80
O -3.72 4.04 -1.59
O -0.98 -0.01 -1.78
O 5.82 -0.72 -1.80
O -2.79 3.53 0.45
O -0.42 0.98 1.36
O -2.01 2.59 -1.42
O 2.53 3.42 -2.48
O 3.45 -3.26 -0.31
O 1.25 2.17 -1.11
O -1.44 -6.60 0.22
O -2.58 -0.26 2.64
O -2.77 -6.13 1.91
O 2.32 -1.67 -1.44
O 3.74 -3.13 -2.47
O 0.06 -3.01 3.35
O -0.96 3.82 4.29
O 4.50 0.81 -0.82
O -0.40 -1.56 0.85
C 1.96 2.77 -3.68
C 2.33 -0.05 2.98
C -5.20 0.29 0.89
C 3.11 -2.59 -1.40
C 1.95 3.13 -1.31
C -5.17 4.56 -3.48
C 0.67 -6.02 1.17
C -0.37 -6.28 2.26
C 0.11 2.84 4.26
C 1.66 3.97 0.83
C -3.57 4.61 1.01
C 2.70 -2.89 0.87
C -1.28 -3.22 3.91
C 5.90 1.75 0.84
C -1.32 -2.27 0.11
C -6.35 0.36 -0.08
C 4.45 -3.00 -4.71
C -5.67 0.67 -1.41
C 0.00 -6.73 0.00
C -1.65 -6.31 1.51
C -3.85 3.92 -3.07
C -2.83 3.31 -0.91
C -2.93 0.45 3.81
C 4.55 1.87 0.21
C 6.67 0.91 -0.18
C -1.38 -0.40 -3.10
C 2.66 1.45 -4.07
C 5.66 0.17 -1.01
C 3.52 -2.40 -3.75
C -3.96 0.11 -0.01
H 1.67 2.97 1.23
H -4.65 4.33 0.90
H 3.18 -0.69 2.80
H -0.44 4.56 4.22
H 6.33 2.74 1.03
H -2.14 -2.69 0.77
H -1.15 0.94 -1.71
H -0.40 -5.45 2.98
H -3.65 -0.94 -0.13
H 0.97 0.89 1.78
H -3.75 2.88 -3.29
H 0.87 2.62 -3.48
H 0.20 -7.82 -0.11
H 2.38 -2.47 -3.96
H 4.31 -4.10 -4.82
H 7.46 0.26 0.29
H 2.99 -1.98 1.36
H -0.36 1.83 4.31
H -3.41 5.53 0.55
H -2.47 1.45 3.93
H -1.95 -2.39 3.75
H -5.26 -0.38 1.70
H -1.66 -4.12 3.49
H -0.67 -0.65 0.92
H 0.78 -4.97 0.98
H 5.78 1.15 1.76
H 0.64 2.98 3.28
H -7.14 1.05 0.20
H -3.23 4.52 2.08
H 2.18 1.05 -4.89
H 2.88 -3.68 1.63
H -1.65 -1.65 -0.69
H -3.02 4.46 -3.57
H -1.81 -1.40 -3.08
H -0.83 -3.18 -0.35
H -1.20 -3.36 4.96
H -6.06 4.16 -3.04
H 3.73 1.54 -4.32
H 2.53 0.73 3.74
H 7.21 1.53 -0.96
H -0.10 -7.25 2.66
H -6.75 -0.67 -0.26
H -3.06 0.73 0.27
H -5.13 1.28 1.35
H 4.36 -2.55 -5.69
H 1.49 -0.61 3.33
H -0.50 -0.45 -3.79
H 0.64 4.33 0.79
H -2.76 -0.11 4.74
H 2.05 3.52 -4.47
H 5.48 -2.70 -4.51
H 1.66 -2.86 0.72
H 2.42 4.49 1.52
H 3.73 1.83 0.92
H 3.66 -1.33 -3.62
H 0.03 -2.57 2.51
H -1.84 0.19 2.15
H 4.46 2.81 -0.28
H 0.34 -6.26 -0.91
H 0.84 2.87 5.09
H 1.63 -6.52 1.43
H -0.75 1.82 0.97
H -5.36 4.45 -4.56
H 2.69 0.69 -3.26
H -5.14 5.63 -3.26
H -2.15 0.21 -3.42
H -4.03 0.54 3.83
*
```

## Properties
E_HOMO ... -9.039 eV
E_LUMO ... 0.11 eV
DFT total energy ... -81657.849 eV
Frontier orbital gap ... 9.1 eV
Maximum force ... 4.09 eV/A

Entry 4:
C4H9N3O | ωB97M-V/def2-TZVPD

Geometry as ORCA input:
```
! RIJCOSX wB97M-V def2-TZVPD def2/J DEFGRID3
* xyz 0 1
O 0.14 -1.47 1.92
N 1.05 2.30 -0.14
N 0.64 1.62 0.91
N 0.03 0.54 -0.91
C 0.06 0.57 0.40
C -0.07 -0.87 -1.24
C -0.61 -0.53 0.91
C -1.05 -1.31 -0.23
H -1.19 -2.31 0.34
H 0.61 -0.93 2.45
H 0.39 2.24 -1.10
H 1.69 3.18 0.07
H 0.83 0.97 -1.22
H 0.90 -1.50 -0.75
H -0.19 -1.29 -2.41
H -1.85 -0.91 -0.75
H -1.38 -0.29 1.73
*
```

## Properties
E_HOMO ... -8.103 eV
E_LUMO ... 0.89 eV
SMILES ... N/N=C1\NCC[C@H]1O
DFT total energy ... -10805.948 eV
Frontier orbital gap ... 9.0 eV
Energy above the lowest of the compared OMol25 structures with the same formula, charge and spin ... 150.2 kcal/mol
Maximum force ... 8.11 eV/A